An isolated molecule of C6H12O, computed with ωB97M-V/def2-TZVPD.

Each line ends with the Löwdin charge.
Geometry (Å):
C 2.781 0.123 0.113  -0.123
C 1.440 -0.485 0.524  -0.268
C 0.285 0.477 0.212  -0.187
C -1.077 -0.227 0.199  -0.259
C -1.603 -0.455 -1.217  -0.166
O -2.929 -0.080 -0.825  -0.117
C -2.448 0.454 0.421  -0.144
H 2.790 0.356 -0.960  0.073
H 2.982 1.054 0.657  0.074
H 3.603 -0.571 0.310  0.067
H 1.442 -0.751 1.591  0.110
H 1.279 -1.425 -0.026  0.111
H 0.438 0.855 -0.795  0.097
H 0.309 1.360 0.863  0.120
H -1.059 -1.162 0.768  0.140
H -1.548 -1.462 -1.624  0.118
H -1.181 0.284 -1.922  0.120
H -2.431 1.556 0.454  0.119
H -3.071 0.099 1.254  0.116

Cartesian forces, eV/Å:
0.0729 -0.1214 0.0575
-0.0448 0.1911 -0.0896
-0.2201 -0.1723 0.4256
0.2694 -0.0727 0.0455
-0.1311 0.0827 0.0261
-0.3888 0.1980 -0.1453
0.0935 0.1121 0.1995
-0.0178 -0.0442 0.2111
-0.0441 -0.1584 -0.0754
-0.0334 0.1249 -0.0124
-0.0094 0.0854 -0.2064
0.0345 0.2111 0.0955
0.1392 0.2321 -0.1354
0.0028 -0.2305 0.1142
0.1619 0.1252 -0.0592
-0.0671 -0.0641 -0.1688
-0.1399 -0.3357 0.0470
0.0311 -0.2044 -0.2362
0.2914 0.0411 -0.0936

Computed properties:
energy relative to the best compared isomer or geometry (same formula, charge and spin) = 151.5 kJ/mol
LUMO level = 1.13 eV
HOMO-LUMO gap = 10.7 eV
SMILES string = CCCC1COC1
HOMO = -9.58 eV